1.
DFT (wB97M-V/def2-TZVPD) results for the molecule C4H8O2.

The geometry in XYZ format:
```
14
Properties=species:S:1:pos:R:3:forces:R:3
C -2.131518 -0.370973 -0.562809 0.0 0.0 0.0
C -0.631373 -0.398970 -0.361874 -0.1 -0.3 -0.2
O -0.256602 0.551293 0.617828 0.1 -0.1 0.1
C 1.085794 0.940442 0.523164 0.3 0.2 -0.2
C 2.154637 -0.102553 0.770734 0.3 0.1 0.0
O 3.298153 0.204212 1.008582 -0.5 -0.2 0.1
H -2.453659 0.599630 -0.950907 0.0 -0.1 0.1
H -2.653801 -0.558242 0.379560 0.1 0.0 -0.1
H -2.415254 -1.147268 -1.281601 0.0 0.1 0.1
H -0.310004 -1.401834 -0.048092 -0.1 0.1 -0.1
H -0.119812 -0.167623 -1.311020 -0.1 0.0 0.1
H 1.230446 1.806362 1.178827 0.1 -0.2 -0.2
H 1.337654 1.199157 -0.525993 -0.2 0.4 0.2
H 1.865343 -1.153630 0.563599 0.1 0.0 0.3
```
Positions in Å, forces in eV/Å.

The value obtained for the frontier orbital gap is 10.43 eV. For the energy above the lowest of the compared OMol25 structures with the same formula, charge and spin, the calculation gives 39.6 kcal/mol. Its SMILES is CCOCC=O.


2.
DFT (wB97M-V/def2-TZVPD) results for a cluster of 2 separate species, C9H16N3 in total at a distorted geometry.

The geometry in XYZ format:
```
28
Properties=species:S:1:pos:R:3:forces:R:3
C -0.440229 -0.511133 3.727303 0.0 -2.3 1.6
C 0.794596 0.663024 2.020786 0.9 0.2 -0.5
N 0.636973 -0.410938 2.766604 -0.9 0.5 0.3
N 0.241531 1.834059 2.335129 -0.7 -0.3 0.6
N 1.666082 0.623884 0.975114 -0.2 0.3 -0.2
H 1.378519 -1.085602 2.865704 0.1 0.0 -0.6
H -0.197701 1.907668 3.240963 -0.1 0.1 0.0
H -0.162073 2.425661 1.623800 0.4 0.0 -0.2
H 1.365108 0.130696 0.137948 0.1 -0.4 0.2
H 2.022442 1.542556 0.749028 0.0 0.0 -0.2
H -0.141049 -0.339497 4.763907 0.1 1.5 -0.1
H -0.621349 -1.569119 3.945306 -0.1 -0.3 -0.9
H -1.419095 -0.151675 3.441254 0.2 0.7 -0.2
C -0.228145 -2.465952 -2.667174 0.0 -1.0 -0.7
C -1.259060 0.750165 -1.077786 -0.7 0.7 1.0
C -0.594470 1.719099 -1.827991 0.6 -0.8 0.5
C -1.053511 -0.606748 -1.214099 0.7 -0.7 -2.2
C -0.219403 -1.029681 -2.280862 -0.5 0.6 1.3
C 0.430341 1.289283 -2.662245 -0.7 0.2 0.2
C 0.558582 -0.065302 -2.905992 0.8 -0.8 -0.5
H -1.958388 1.133500 -0.342963 -0.3 -0.2 0.0
H -0.818268 2.761345 -1.663240 0.0 0.1 -0.1
H -1.575550 -1.458085 -0.801296 -0.5 0.6 0.8
H 1.056813 2.018419 -3.131213 0.3 0.1 -0.4
H -0.278232 -2.581512 -3.751390 0.3 0.2 -0.1
H -1.112163 -3.016293 -2.340375 -0.1 0.3 0.4
H 1.308959 -0.441237 -3.597492 -0.1 0.3 -0.1
H 0.618739 -3.066584 -2.328728 0.2 0.3 0.0
```
Positions in Å, forces in eV/Å.

The value obtained for the frontier orbital gap is 9.04 eV. Its net charge is +1. For the energy above the lowest of the compared OMol25 structures with the same formula, charge and spin, the calculation gives 28.8 kcal/mol.


Which of these has the lowest frontier orbital gap?
C9H16N3